No. 1
Density functional theory data (ωB97M-V with the def2-TZVPD basis set) for C5H11NO in the gas phase at a distorted geometry.

The geometry in XYZ format:
```
18
Properties=species:S:1:pos:R:3:mulliken_charge:R:1
C -0.42 -2.32 0.31 -0.74
N -0.91 -1.08 0.91 -0.18
C -1.15 0.14 0.25 0.38
C 0.14 0.59 -0.53 0.56
C 1.28 0.33 0.42 -1.44
C 0.14 2.09 -1.08 -1.23
O -2.12 0.90 0.32 -0.62
H 0.04 -2.01 -0.59 0.29
H 0.38 -2.68 1.04 0.25
H -1.32 -3.06 0.22 0.28
H -1.66 -1.12 1.58 0.26
H 0.33 -0.12 -1.47 0.16
H 1.10 1.11 1.22 0.36
H 2.34 0.52 0.07 0.31
H 1.25 -0.57 0.93 0.39
H -0.77 2.65 -0.86 0.32
H 0.99 2.55 -0.61 0.34
H 0.35 2.08 -2.14 0.31
```

Computed properties:
Energy relative to the best compared isomer or geometry (same formula, charge and spin) (kcal/mol): 37.8
Kohn-Sham gap (eV): 10.463
Total charge: 0
Strongest force on any atom (eV Å⁻¹): 3.7

=====

No. 2
Density functional theory data (ωB97M-V with the def2-TZVPD basis set) for a molecular structure, C15H14F2N6O2S2Tc at a distorted geometry.

The geometry in XYZ format:
```
42
Properties=species:S:1:pos:R:3:lowdin_spin:R:1
Tc -0.27 0.15 0.04 2.68
N -5.87 -5.91 -1.18 0.01
C -4.87 -5.03 -1.05 0.00
C -4.56 -4.49 0.23 0.00
C -3.54 -3.59 0.37 0.00
C -2.80 -3.21 -0.77 0.00
C -3.09 -3.73 -2.04 0.00
C -4.11 -4.63 -2.17 0.00
S -1.60 -2.05 -0.63 0.01
O -0.77 -1.93 -1.82 0.01
O -0.81 -2.10 0.62 0.10
N -2.17 -0.48 -0.36 0.07
C -2.33 0.39 -1.44 0.03
N -3.29 0.39 -2.32 0.00
C -3.22 1.38 -3.21 0.02
C -2.21 2.35 -3.23 0.00
C -1.22 2.25 -2.28 0.01
N -1.29 1.26 -1.38 0.00
H -6.41 -6.21 -0.39 0.00
H -6.09 -6.31 -2.07 0.00
H -5.13 -4.80 1.09 0.00
H -3.31 -3.18 1.34 0.00
H -2.51 -3.43 -2.90 0.00
H -4.34 -5.05 -3.14 0.00
H -4.01 1.41 -3.95 0.00
H -2.20 3.14 -3.96 0.00
H -0.38 2.93 -2.22 0.00
S 2.07 0.95 -0.17 0.04
C 2.32 -0.04 1.19 0.02
N 3.48 -0.13 1.88 0.01
C 3.63 -0.97 2.92 0.00
C 2.59 -1.76 3.31 0.00
C 1.39 -1.62 2.60 0.01
N 1.28 -0.79 1.57 0.04
H 4.26 0.46 1.58 0.00
H 4.60 -0.98 3.40 0.00
H 2.68 -2.44 4.13 0.00
H 0.51 -2.20 2.85 0.00
F -0.43 1.02 2.70 0.00
C -0.87 1.54 1.54 -0.06
F -2.20 1.63 1.58 -0.01
H -0.43 2.52 1.38 0.00
```

Computed properties:
Energy relative to the best compared isomer or geometry (same formula, charge and spin) (kcal/mol): 0.0
Kohn-Sham gap (spin up / spin down) (eV): 6.398 / 5.525
Multiplicity: 4
Total charge: +2
Strongest force on any atom (eV Å⁻¹): 1.2

=====

No. 3
Density functional theory data (ωB97M-V with the def2-TZVPD basis set) for a molecular structure, C3H4CsLiO5 at a distorted geometry.

The geometry in XYZ format:
```
14
Properties=species:S:1:pos:R:3:mulliken_charge:R:1
C -0.21 4.42 -0.98 -0.27
C -0.91 5.17 -2.12 0.08
O -1.16 6.38 -2.00 -0.48
O -0.34 3.01 -1.18 -0.52
H -0.65 4.70 -0.03 0.26
H 0.85 4.69 -0.97 0.28
H -1.16 4.59 -3.01 0.31
Cs 1.17 -0.65 -0.35 0.95
O 4.28 1.44 -3.00 -0.66
C 3.74 0.73 -3.85 0.44
O 2.84 -0.21 -3.43 -0.79
O 3.23 1.32 -4.94 -0.74
Li 1.98 -1.12 -6.07 0.81
H 0.15 2.82 -2.02 0.33
```

Computed properties:
Energy relative to the best compared isomer or geometry (same formula, charge and spin) (kcal/mol): 91.4
Kohn-Sham gap (eV): 3.841
Total charge: 0
Strongest force on any atom (eV Å⁻¹): 8.0

=====

No. 4
Density functional theory data (ωB97M-V with the def2-TZVPD basis set) for 2 unconnected molecules or ions with the total composition C5H7BrO at a distorted geometry.

The geometry in XYZ format:
```
14
Properties=species:S:1:pos:R:3:mulliken_charge:R:1
C -1.02 -2.03 -0.22 0.12
C 0.37 -0.68 0.75 -0.44
C 0.22 0.77 0.50 0.01
C 1.43 -0.02 -0.09 -0.45
C -0.75 1.42 -0.46 -1.22
O -1.17 -3.17 0.01 -0.36
Br 3.24 0.31 0.47 -0.18
H -1.56 -1.41 -0.94 0.28
H 0.54 -0.90 1.74 0.38
H 0.52 1.39 1.28 0.50
H 1.32 -0.30 -1.06 0.44
H -1.21 2.39 -0.09 0.33
H -1.54 0.70 -0.44 0.23
H -0.37 1.53 -1.43 0.34
```

Computed properties:
Energy relative to the best compared isomer or geometry (same formula, charge and spin) (kcal/mol): 72.2
Kohn-Sham gap (eV): 9.390
Total charge: 0
Strongest force on any atom (eV Å⁻¹): 3.8

=====

No. 5
Density functional theory data (ωB97M-V with the def2-TZVPD basis set) for C3H5N3O in the gas phase.

The geometry in XYZ format:
```
12
Properties=species:S:1:pos:R:3:mulliken_charge:R:1
N 0.15 1.66 0.01 -0.60
C 0.49 0.28 0.02 -0.03
C 1.81 -0.33 0.03 -0.10
O 1.99 -1.54 0.03 -0.57
N -0.86 -1.91 -0.05 -0.51
C -0.48 -0.69 -0.01 0.51
N -1.91 -0.80 -0.04 -0.08
H 0.44 2.14 0.86 0.26
H 0.56 2.16 -0.77 0.27
H 2.67 0.37 0.04 0.33
H -2.41 -0.64 -0.91 0.26
H -2.46 -0.71 0.81 0.26
```

Computed properties:
Energy relative to the best compared isomer or geometry (same formula, charge and spin) (kcal/mol): 101.4
Kohn-Sham gap (eV): 8.529
Total charge: 0
Strongest force on any atom (eV Å⁻¹): 0.6

=====

No. 6
Density functional theory data (ωB97M-V with the def2-TZVPD basis set) for a molecular structure, C17H24N7O2STc at a distorted geometry.

The geometry in XYZ format:
```
52
Properties=species:S:1:pos:R:3:lowdin_spin:R:1
Tc -0.97 -0.80 1.63 1.21
N -2.52 -1.91 0.44 0.00
C -3.85 -1.54 0.97 0.00
C -3.76 -1.30 2.48 0.00
N -2.75 -0.26 2.71 -0.01
C -2.40 0.00 4.12 0.00
C -1.14 0.85 4.15 0.00
N -0.06 0.15 3.43 -0.01
H -2.35 -2.91 0.63 0.00
H -2.53 -1.82 -0.57 0.00
H -4.19 -0.63 0.47 0.00
H -4.58 -2.33 0.78 0.00
H -4.74 -1.01 2.87 0.00
H -3.43 -2.21 2.99 0.00
H -3.13 0.61 2.33 0.00
H -3.22 0.51 4.64 0.00
H -2.22 -0.96 4.61 0.00
H -1.32 1.82 3.67 0.00
H -0.86 1.04 5.19 0.00
H 0.75 0.77 3.36 0.00
H 0.25 -0.63 4.01 0.00
S -1.38 1.29 0.63 0.16
C 0.03 1.50 -0.44 0.11
N 0.17 2.73 -0.80 -0.06
N 0.82 3.41 -1.68 0.18
C 1.17 3.18 -2.98 0.08
C 1.90 4.22 -3.62 0.10
C 2.24 4.11 -4.94 0.00
C 1.81 3.00 -5.68 0.17
C 1.09 1.97 -5.06 0.02
C 0.78 2.04 -3.72 0.08
N 0.86 0.49 -0.60 -0.13
N 0.82 -0.54 0.16 0.10
C 1.75 -1.51 -0.11 0.05
C 2.29 -1.62 -1.42 0.06
C 3.16 -2.63 -1.74 0.01
C 3.56 -3.55 -0.77 0.11
C 3.08 -3.43 0.54 0.01
C 2.20 -2.42 0.87 0.06
H 0.95 4.38 -1.38 0.00
H 2.20 5.09 -3.05 0.00
H 2.81 4.90 -5.41 0.00
H 2.02 2.95 -6.74 0.01
H 0.77 1.13 -5.65 0.00
H 0.22 1.25 -3.24 0.00
H 1.96 -0.92 -2.18 0.00
H 3.51 -2.74 -2.76 0.00
H 4.25 -4.34 -1.02 0.00
H 3.42 -4.12 1.30 0.00
H 1.90 -2.30 1.90 0.00
O -0.22 -2.56 1.87 0.37
O -1.12 -2.40 2.78 0.30
```

Computed properties:
Kohn-Sham gap (spin up / spin down) (eV): 6.183 / 5.756
Multiplicity: 4
Total charge: +3
Strongest force on any atom (eV Å⁻¹): 2.1

=====

No. 7
Density functional theory data (ωB97M-V with the def2-TZVPD basis set) for 7 unconnected molecules or ions with the total composition C29H53FNO11S5 at a distorted geometry.

The geometry in XYZ format:
```
100
Properties=species:S:1:pos:R:3:mulliken_charge:R:1
C 0.63 -1.53 0.11 0.42
C 1.18 -1.08 1.50 -0.11
O 0.51 -1.33 2.48 -0.49
N 2.48 -0.53 1.58 0.40
H 2.90 -0.63 2.29 0.27
H 3.24 -0.81 0.91 0.47
C 2.41 0.98 1.45 -0.55
H -0.47 -1.60 0.13 -0.30
H 1.19 -2.53 -0.08 0.32
H 0.96 -0.66 -0.55 -0.09
H 1.91 1.21 2.43 -0.18
H 1.87 1.37 0.54 -0.11
H 3.36 1.21 1.73 0.77
F 0.11 -1.74 -5.75 -0.30
C 1.21 -1.08 -5.57 0.36
C 1.79 -0.89 -4.29 0.14
C 3.01 -0.10 -4.19 -0.39
C 3.53 0.41 -5.39 -0.43
C 2.94 0.36 -6.65 -0.94
C 1.77 -0.49 -6.72 -0.32
H 1.25 -1.24 -3.39 0.37
H 3.76 -0.11 -3.29 0.23
H 4.32 1.15 -5.10 0.34
H 3.44 0.80 -7.41 0.60
H 1.24 -0.76 -7.67 0.34
C 2.19 4.18 -3.52 -0.53
C 2.22 4.49 -2.07 -0.94
C 1.99 3.24 -1.39 -0.89
S 0.62 2.60 -2.22 0.95
O -0.53 3.25 -1.76 -0.76
O 0.71 1.16 -2.23 -0.35
C 1.02 3.38 -3.77 -0.21
H 3.19 3.75 -4.13 0.16
H 2.21 5.16 -4.06 0.33
H 1.58 5.11 -1.78 0.53
H 3.31 4.83 -1.72 0.34
H 1.85 3.56 -0.37 0.03
H 2.64 2.62 -1.46 1.05
H 0.08 3.76 -4.22 0.38
H 1.26 2.47 -4.18 -0.06
C -2.21 -5.88 -4.02 -0.65
C -0.81 -5.58 -4.67 -0.61
C -0.41 -4.37 -4.16 -0.46
S -0.63 -4.48 -2.44 1.19
O -0.97 -3.23 -1.89 -0.43
O 0.46 -5.23 -1.99 -0.79
C -2.07 -5.58 -2.56 -0.24
H -2.48 -6.93 -4.14 0.35
H -3.20 -5.34 -4.22 0.26
H -0.87 -5.78 -5.94 0.26
H 0.07 -6.49 -4.50 0.25
H -1.05 -3.50 -4.62 0.13
H 0.57 -4.04 -4.32 0.49
H -2.89 -4.90 -1.99 -0.04
H -1.97 -6.52 -1.90 0.31
C -3.19 3.83 2.33 -0.74
C -2.88 3.08 3.65 -0.27
C -1.51 3.07 3.79 -0.76
S -0.91 2.59 2.20 1.24
O -1.16 1.18 1.75 -0.27
O 0.37 3.16 1.93 -0.83
C -2.11 3.48 1.30 -0.68
H -3.09 4.92 2.70 0.27
H -4.14 3.60 2.08 0.41
H -3.34 1.93 3.49 0.08
H -3.54 3.49 4.45 0.41
H -1.00 2.47 4.71 0.07
H -1.03 4.02 3.94 0.49
H -2.47 2.84 0.41 0.21
H -1.51 4.17 0.78 0.47
C -3.85 -0.42 0.16 -0.04
C -5.01 -1.15 -0.58 -0.81
C -4.64 -2.50 -0.67 -0.30
S -3.99 -2.83 0.97 1.14
O -2.76 -3.41 0.90 -0.55
O -5.07 -3.48 1.77 -0.76
C -3.73 -1.18 1.50 -0.65
H -4.12 0.69 0.38 0.05
H -2.90 -0.34 -0.35 0.16
H -5.01 -0.77 -1.57 0.42
H -5.96 -0.82 0.06 0.27
H -3.92 -2.58 -1.45 0.13
H -5.62 -3.16 -0.81 0.36
H -2.75 -1.33 1.80 0.24
H -4.28 -1.11 2.43 0.36
C 2.88 1.45 7.62 -0.40
C 2.53 -0.08 7.53 -0.64
C 1.72 -0.31 6.53 -0.61
S 2.26 0.74 5.22 1.41
O 1.21 1.57 4.79 -0.60
O 3.04 -0.06 4.38 -0.82
C 3.30 1.80 6.18 -1.05
H 3.89 1.66 8.35 0.29
H 1.89 2.03 7.86 0.25
H 2.36 -0.56 8.48 0.39
H 3.59 -0.56 7.26 0.19
H 0.67 -0.17 6.90 0.33
H 1.82 -1.29 6.19 0.40
H 3.18 2.74 5.84 0.55
H 4.39 1.51 6.02 0.36
```

Computed properties:
Energy relative to the best compared isomer or geometry (same formula, charge and spin) (kcal/mol): 60.7
Kohn-Sham gap (eV): 8.616
Total charge: +1
Strongest force on any atom (eV Å⁻¹): 15.1

=====

No. 8
Density functional theory data (ωB97M-V with the def2-TZVPD basis set) for a molecular structure, C28H29FI2N3ORuSSi at a distorted geometry.

The geometry in XYZ format:
```
67
Properties=species:S:1:pos:R:3:lowdin_spin:R:1
Ru -0.16 0.53 -1.06 1.31
I 7.03 2.10 -0.37 0.00
C 5.08 1.81 -1.14 -0.01
C 4.84 0.76 -2.01 0.00
C 3.57 0.61 -2.50 0.00
I 3.08 -0.95 -3.80 0.00
C 2.48 1.45 -2.16 0.00
O 1.33 1.22 -2.67 -0.01
C 2.77 2.49 -1.23 0.00
C 1.69 3.39 -0.67 0.00
N 0.34 3.01 -1.06 0.04
C -0.70 3.77 -0.39 0.00
C -2.06 3.20 -0.70 0.00
C -3.15 4.04 -0.88 0.00
C -4.40 3.49 -1.16 0.00
C -4.50 2.11 -1.25 0.00
C -3.37 1.35 -1.00 0.00
N -2.17 1.87 -0.75 0.01
C 4.05 2.66 -0.76 0.00
H 5.62 0.07 -2.28 0.00
H 1.91 4.44 -0.97 0.00
H 1.74 3.35 0.43 0.00
H 0.25 3.11 -2.08 0.00
H -0.68 4.84 -0.66 0.00
H -0.53 3.70 0.69 0.00
H -3.04 5.10 -0.78 0.00
H -5.26 4.12 -1.31 0.00
H -5.43 1.63 -1.48 0.00
H -3.44 0.27 -0.96 0.00
H 4.25 3.46 -0.05 0.00
C 0.62 -4.15 3.63 0.00
Si 1.80 -3.06 2.60 0.00
C 1.97 -3.83 0.87 0.00
C 3.48 -2.88 3.47 0.00
C 0.91 -1.36 2.58 0.00
C 0.16 -0.94 3.66 0.00
C -0.64 0.19 3.58 0.00
C -0.74 0.85 2.37 0.00
N 0.00 0.50 1.33 0.02
C 0.85 -0.54 1.45 -0.01
S 1.91 -0.68 0.09 -0.09
H 0.93 -5.19 3.61 0.00
H -0.40 -4.11 3.25 0.00
H 0.59 -3.85 4.67 0.00
H 2.18 -4.90 0.95 0.00
H 2.79 -3.38 0.31 0.00
H 1.07 -3.72 0.28 0.00
H 3.94 -3.86 3.61 0.00
H 3.38 -2.42 4.45 0.00
H 4.17 -2.27 2.89 0.00
H 0.20 -1.50 4.59 0.00
H -1.20 0.52 4.44 0.00
H -1.40 1.70 2.25 0.00
F -5.80 -2.15 -1.19 -0.01
C -4.49 -1.95 -1.46 -0.04
C -3.55 -2.18 -0.46 0.01
C -2.22 -1.99 -0.73 -0.03
C -1.78 -1.51 -2.00 0.00
C -0.41 -1.38 -2.31 -0.15
C -2.78 -1.27 -2.98 -0.03
C -4.11 -1.50 -2.72 0.01
H -3.89 -2.52 0.50 0.00
H -1.47 -2.22 0.03 0.00
H -0.15 -1.19 -3.35 0.00
H 0.30 -2.00 -1.76 0.00
H -2.47 -0.91 -3.96 0.00
H -4.87 -1.34 -3.48 0.00
```

Computed properties:
Kohn-Sham gap (spin up / spin down) (eV): 6.069 / 6.702
Multiplicity: 2
Total charge: 0
Strongest force on any atom (eV Å⁻¹): 3.2

=====

Copy entry 4 word for word.
Density functional theory data (ωB97M-V with the def2-TZVPD basis set) for 2 unconnected molecules or ions with the total composition C5H7BrO at a distorted geometry.

The geometry in XYZ format:
```
14
Properties=species:S:1:pos:R:3:mulliken_charge:R:1
C -1.02 -2.03 -0.22 0.12
C 0.37 -0.68 0.75 -0.44
C 0.22 0.77 0.50 0.01
C 1.43 -0.02 -0.09 -0.45
C -0.75 1.42 -0.46 -1.22
O -1.17 -3.17 0.01 -0.36
Br 3.24 0.31 0.47 -0.18
H -1.56 -1.41 -0.94 0.28
H 0.54 -0.90 1.74 0.38
H 0.52 1.39 1.28 0.50
H 1.32 -0.30 -1.06 0.44
H -1.21 2.39 -0.09 0.33
H -1.54 0.70 -0.44 0.23
H -0.37 1.53 -1.43 0.34
```

Computed properties:
Energy relative to the best compared isomer or geometry (same formula, charge and spin) (kcal/mol): 72.2
Kohn-Sham gap (eV): 9.390
Total charge: 0
Strongest force on any atom (eV Å⁻¹): 3.8

=====

Question: Number 3 is which compound?
Answer: C3H4CsLiO5